Entry 1:
96
Properties=species:S:1:pos:R:3 method="wB97M-V/def2-TZVPD" homo_energy_ev=-1.168 total_charge=-2 homo_lumo_gap_ev=4.9 molar_mass_g_mol=537.79 e_lumo_ev=3.765 fmax_ev_per_a=2.36
N -1.09128 -0.27721 0.30948
H -1.77496 -0.02453 -0.44564
H -0.09716 -0.45041 0.05613
H -1.43598 -1.21122 0.61449
H -1.21688 0.42253 1.11056
N -2.15296 -0.57586 4.11896
H -1.43356 0.11050 4.52823
H -1.70258 -1.50069 3.93324
H -2.34660 -0.05912 3.21939
H -3.02028 -0.67554 4.62284
C -0.09518 -5.35598 3.02385
C 0.02089 -6.34622 2.02048
C -0.61970 -6.04932 0.62331
O -0.50031 -6.86414 -0.27950
C -1.32587 -4.81774 0.45243
C -1.38730 -3.87262 1.47884
C -0.78519 -4.14428 2.82101
O -0.81950 -3.25352 3.68917
O -1.97722 -2.76118 1.28882
O 0.54123 -7.45472 2.15604
H 0.46233 -5.56660 3.92801
H -1.75829 -4.59011 -0.51345
O -0.30345 1.17680 5.04665
C -0.00406 2.02877 4.02131
C -1.05651 2.45928 2.98464
O -1.77265 1.56185 2.20626
H 0.83752 1.55898 3.42125
H 0.47839 2.94645 4.44348
H -0.57177 3.26578 2.37990
H -1.80632 3.02095 3.60093
C -4.35270 2.71992 -1.76453
C -3.17701 1.91845 -1.23560
N -3.14520 0.47412 -1.51664
C -4.33847 -0.25121 -1.07429
C -4.75568 0.10941 0.33019
C -2.77379 0.19103 -2.89091
C -2.31413 -1.24534 -3.06446
H -5.30005 2.19269 -1.62617
H -4.31606 2.86745 -2.84935
H -4.38265 3.67637 -1.24657
H -2.21172 2.29814 -1.59777
H -3.02659 2.07520 -0.15791
H -5.14992 -0.11042 -1.80888
H -4.05198 -1.30581 -1.04134
H -3.93872 -0.00186 1.05140
H -5.06770 1.14878 0.45126
H -5.53216 -0.56046 0.70057
H -1.94894 0.84218 -3.18277
H -3.61658 0.32640 -3.59531
H -3.12471 -1.97497 -3.02101
H -1.53176 -1.57316 -2.37678
H -1.87001 -1.40782 -4.05566
C 5.01590 2.01869 -0.32755
C 3.74719 2.86567 -0.15453
N 2.96432 3.04686 -1.36604
C 1.70238 3.73173 -1.14889
C 0.79667 2.98399 -0.17150
C 3.76350 3.67496 -2.39765
C 3.06125 3.80622 -3.73115
H 5.30564 1.59346 0.63112
H 5.82118 2.64601 -0.71251
H 4.83329 1.19798 -1.02338
H 3.15046 2.34776 0.59144
H 4.05088 3.87081 0.20115
H 1.84301 4.77394 -0.79819
H 1.15769 3.79292 -2.09011
H 0.73455 1.90543 -0.33691
H 1.17063 3.08675 0.84871
H -0.22031 3.37606 -0.17825
H 4.64796 3.05798 -2.57875
H 4.19556 4.63255 -2.02861
H 2.70991 2.79360 -3.97237
H 3.70189 4.14772 -4.54202
H 2.14227 4.39017 -3.73926
C 2.28411 -3.51614 -0.62247
C 1.18495 -2.48208 -0.42075
N 1.63333 -1.10658 -0.19294
C 2.41394 -0.95301 1.03839
C 1.59559 -1.23861 2.28893
C 2.38146 -0.55774 -1.30399
C 1.61702 -0.53979 -2.63066
H 2.87588 -3.28577 -1.51634
H 1.83299 -4.50709 -0.72000
H 2.99898 -3.64104 0.19205
H 0.46566 -2.47820 -1.23916
H 0.59087 -2.84022 0.42399
H 2.85556 0.04720 1.06448
H 3.27959 -1.63929 0.98317
H 2.14100 -1.01197 3.20285
H 1.32831 -2.29472 2.32642
H 0.68905 -0.63526 2.28839
H 2.52298 0.51536 -1.16465
H 3.34273 -1.09064 -1.34479
H 2.26665 -0.12791 -3.40702
H 1.32134 -1.55497 -2.90778
H 0.72385 0.08725 -2.60140

Entry 2:
95
Properties=species:S:1:pos:R:3 method="wB97M-V/def2-TZVPD" homo_energy_ev="-4.645 / -4.645" total_charge=0 homo_lumo_gap_ev="5.2 / 4.5" spin_multiplicity=3 molar_mass_g_mol=555.47 e_lumo_ev="0.521 / -0.101" fmax_ev_per_a=6.16
Ni -0.07427 0.21297 0.44036
C -0.44612 -6.74761 4.33459
C -1.33774 -5.93494 5.19543
C -1.82907 -6.75350 6.45859
C -0.82272 -6.88267 7.59963
C -0.31651 -5.42148 7.98471
C 0.24019 -4.52069 6.81775
N -0.67321 -4.68265 5.63682
O -0.46335 -3.62311 4.62854
C 1.69844 -4.93482 6.57007
C 0.22358 -3.05508 7.35697
C -2.69156 -5.60534 4.46005
H 0.42678 -6.99475 4.93880
H 0.02707 -6.20246 3.51789
H -0.88166 -7.64690 3.89906
H -2.48197 -7.61110 6.29622
H -2.67109 -6.14820 6.79432
H 0.06444 -7.48278 7.39733
H -1.27631 -7.37780 8.45824
H 0.54992 -5.53272 8.63665
H -1.04007 -4.83770 8.55371
H 2.36603 -4.74447 7.41042
H 2.17500 -4.42733 5.73135
H 1.88626 -5.93571 6.18143
H 0.73269 -2.29038 6.77035
H 0.45705 -2.99750 8.42011
H -0.71948 -2.52634 7.21851
H -3.14368 -4.89525 5.15248
H -3.34525 -6.45460 4.26119
H -2.34539 -5.14679 3.53377
C 2.24567 3.38553 -6.27839
C 1.81625 4.63219 -5.46689
C 2.18894 5.83319 -6.41775
C 1.12059 6.15493 -7.41159
C -0.18791 6.42707 -6.66457
C -0.66144 5.22142 -5.80567
N 0.42121 4.59164 -5.01370
O 0.02355 3.44046 -4.19994
C -1.34989 4.35469 -6.90105
C -1.63922 5.76921 -4.75077
C 2.77704 4.60846 -4.33955
H 3.27667 3.34688 -6.63002
H 1.51331 3.34496 -7.08468
H 2.07531 2.45720 -5.73317
H 3.18075 5.64857 -6.83047
H 2.46182 6.73148 -5.86394
H 0.99784 5.35624 -8.14311
H 1.55028 7.00425 -7.94274
H -0.91570 6.78786 -7.39138
H 0.02865 7.24385 -5.97604
H -1.89027 3.50947 -6.47480
H -0.60817 3.89102 -7.55140
H -2.09514 4.87757 -7.50047
H -1.24008 6.16616 -3.81738
H -2.40065 5.03938 -4.47571
H -2.10884 6.66021 -5.16751
H 2.67411 5.48651 -3.70195
H 3.80595 4.56610 -4.69683
H 2.57250 3.80464 -3.63234
C 0.03255 -5.42534 -3.76944
C -0.64904 -4.09304 -3.83801
C -2.00163 -4.27070 -4.54594
O -0.83551 -3.66949 -2.50329
H 0.49871 -5.81638 -4.67380
H -0.64880 -6.12726 -3.28864
H 0.77525 -5.44681 -2.97192
H 0.02081 -3.38343 -4.32365
H -2.74335 -4.85538 -4.00179
H -1.91375 -4.81684 -5.48515
H -2.41834 -3.26624 -4.62031
H -1.19466 -4.37377 -1.95867
C 1.81042 6.88832 2.72741
C 1.10176 5.70464 3.38204
C -0.19108 5.98114 4.14450
O 0.89336 4.79199 2.37803
H 1.89223 7.63132 3.52072
H 1.23502 7.32332 1.91022
H 2.81656 6.59884 2.42413
H 1.79670 5.30233 4.11914
H -1.01462 6.35941 3.53886
H 0.03142 6.67265 4.95715
H -0.66540 5.09216 4.56024
H 0.50288 5.34225 1.69514
C -5.37460 0.52055 -0.50371
O -4.36598 0.95641 0.37625
H -5.76396 -0.41984 -0.11363
H -6.12986 1.29301 -0.35881
H -5.06529 0.46877 -1.54762
H -4.84641 1.33689 1.11518
C 4.77382 -2.18998 -0.35659
O 4.07005 -1.18842 0.20257
H 4.63583 -2.28528 -1.43361
H 5.81837 -1.94643 -0.16242
H 4.40415 -3.14200 0.02435
H 4.79089 -0.68634 0.58974

Entry 3:
105
Properties=species:S:1:pos:R:3 method="wB97M-V/def2-TZVPD" homo_energy_ev=-9.020 total_charge=0 homo_lumo_gap_ev=9.1 molar_mass_g_mol=718.48 smiles="CCN(CB(O)O)C(=O)OCC(=O)Br.COCCOC.COCCOC.COCCOC.COCCOC.COCCOC" e_lumo_ev=0.060 fmax_ev_per_a=2.19
C 3.16997 -3.40128 -1.92136
C 1.79358 -3.35056 -2.65396
N 0.77414 -2.77867 -1.73465
C 0.29185 -1.44719 -2.16668
B 1.44292 -0.32704 -2.25183
O 1.82692 0.11580 -3.51024
O 2.04548 0.25560 -1.16141
C -0.29583 -3.70990 -1.48647
O -0.45073 -4.08862 -0.39089
O -1.11647 -4.23042 -2.49304
C -2.21402 -3.38933 -2.85095
C -2.90883 -2.65222 -1.67461
O -3.00164 -1.49393 -1.72366
Br -3.68854 -3.54404 -0.13312
H 3.58361 -4.42890 -1.90177
H 3.08685 -3.10541 -0.85966
H 3.94107 -2.76119 -2.39050
H 1.82846 -2.86834 -3.64731
H 1.50427 -4.40744 -2.83557
H -0.43029 -1.10289 -1.39245
H -0.28650 -1.50397 -3.11795
H 1.31762 -0.39646 -4.15333
H 1.77541 -0.28292 -0.39994
H -1.95525 -2.65262 -3.62927
H -2.98290 -4.05098 -3.30068
C -4.39751 3.09743 -0.74143
O -5.66535 2.91686 -0.12970
C -6.74489 3.03851 -1.04421
C -7.20742 1.68488 -1.55621
O -6.19064 1.03178 -2.30317
C -5.43689 0.10679 -1.53068
H -3.64176 2.65788 -0.09010
H -4.33407 2.62116 -1.72196
H -4.18762 4.16664 -0.84912
H -6.47453 3.69778 -1.87594
H -7.57195 3.50867 -0.50368
H -8.05648 1.83270 -2.23156
H -7.54795 1.04967 -0.73199
H -5.98425 -0.84032 -1.46047
H -5.22619 0.47535 -0.52491
H -4.49387 -0.06706 -2.03997
C -1.88844 -9.96533 2.12673
O -2.47751 -8.97162 1.30446
C -2.07170 -7.65330 1.64937
C -0.93000 -7.15626 0.77931
O 0.25221 -7.93077 0.95345
C 0.39837 -8.94463 -0.02748
H -1.95756 -10.92035 1.60675
H -0.83796 -9.75779 2.34136
H -2.43908 -10.04021 3.07100
H -1.80615 -7.59944 2.71046
H -2.93540 -7.00100 1.48935
H -0.68566 -6.13243 1.07164
H -1.22088 -7.13677 -0.27593
H 0.82070 -8.51286 -0.94149
H -0.54841 -9.43332 -0.26571
H 1.08878 -9.69294 0.36165
C 5.96087 2.39666 3.31139
O 6.54657 2.77432 2.07440
C 6.95746 1.66323 1.29290
C 5.91753 1.28080 0.25270
O 4.70122 0.84738 0.84529
C 3.73095 1.88088 0.93775
H 5.37379 3.23659 3.68096
H 5.30603 1.52834 3.21465
H 6.74848 2.17242 4.03968
H 7.19979 0.80988 1.93523
H 7.87404 1.95817 0.77289
H 6.30145 0.44150 -0.33620
H 5.73114 2.11032 -0.43691
H 3.22103 1.98787 -0.02240
H 4.16739 2.84020 1.22336
H 3.00260 1.59148 1.69635
C -2.71999 3.83609 -4.40080
O -2.32218 4.33182 -3.13215
C -1.31450 3.53323 -2.52311
C 0.07618 4.09700 -2.76247
O 0.42536 4.09618 -4.14003
C 0.18417 5.34362 -4.77300
H -3.20554 4.64597 -4.94420
H -1.87392 3.47549 -4.98967
H -3.44053 3.02028 -4.27100
H -1.38326 2.49606 -2.86954
H -1.50887 3.53632 -1.44600
H 0.80551 3.46206 -2.24896
H 0.16543 5.10614 -2.34725
H 1.01535 6.02608 -4.56709
H -0.74898 5.80443 -4.44336
H 0.12698 5.17022 -5.84736
C -0.04023 4.03402 5.13125
O 0.48677 4.53668 6.34884
C 1.50064 3.70873 6.89907
C 2.89504 4.19184 6.53651
O 3.13615 4.13520 5.13653
C 2.90894 5.37795 4.48744
H -0.53079 4.85510 4.60978
H 0.73477 3.61945 4.48283
H -0.78455 3.25828 5.34130
H 1.35549 2.66794 6.59108
H 1.39321 3.75108 7.98694
H 3.62905 3.53387 7.01253
H 3.06767 5.20558 6.91186
H 3.78680 6.02100 4.60914
H 2.02883 5.89462 4.87437
H 2.75964 5.18084 3.42593

Entry 4:
108
Properties=species:S:1:pos:R:3 method="wB97M-V/def2-TZVPD" homo_energy_ev=-8.025 total_charge=0 homo_lumo_gap_ev=8.5 molar_mass_g_mol=948.05 e_lumo_ev=0.433 fmax_ev_per_a=9.79
C 4.56099 -1.45170 0.38055
C 3.17011 -2.17877 -0.19996
N 2.50609 -1.12712 -1.05880
C 1.77247 -0.08432 -0.29123
C 0.22710 0.22097 -0.65798
C -0.49445 0.73894 0.76147
O -0.76639 2.21258 0.68622
C -2.09019 2.38013 0.01290
O -2.76872 3.53639 -0.19178
O -2.52877 1.01619 -0.38851
C -2.04241 0.20441 0.74719
C -2.39252 -1.38970 0.83291
Br -0.84815 -2.60179 1.19238
C -3.23734 -1.96795 -0.48325
C -3.52631 -3.59289 -0.21359
Br -5.10161 -1.14619 -0.60025
C 1.80913 -1.67337 -2.26595
C 1.54685 -0.92580 -3.70300
O 1.27830 -2.92234 -2.14218
H 4.54164 -0.30097 0.06291
H 4.67282 -1.54508 1.54117
H 5.46034 -1.93752 -0.19080
H 3.51556 -3.12547 -0.79712
H 2.52908 -2.48350 0.75207
H 1.87750 -0.34795 0.86846
H 2.37767 0.93771 -0.41302
H 0.13131 1.14502 -1.40094
H -0.43273 -0.67514 -1.00916
H 0.07340 0.50086 1.76894
H -2.52776 0.63609 1.73761
H -3.14479 -1.52018 1.74933
H -2.63498 -1.85151 -1.49617
H -3.53107 -3.80945 0.93573
H -2.78605 -4.25506 -0.83905
H -4.63554 -3.80996 -0.59599
H 1.70748 -1.69526 -4.58939
H 0.40755 -0.58730 -3.71849
H 2.25047 0.00432 -3.79353
C 0.72110 -2.43797 4.67271
S 1.48979 -0.88520 4.15242
O 2.59055 -1.22671 3.19157
C 2.25705 -0.51172 5.74752
H 0.20868 -2.87624 3.81318
H 1.48463 -3.13216 5.03142
H -0.00636 -2.23866 5.46310
H 2.92681 -1.32388 6.04017
H 1.48043 -0.37461 6.50338
H 2.83119 0.41242 5.64831
C 6.14276 -3.48021 7.40624
S 4.66405 -4.51827 7.49853
O 3.50028 -3.68668 7.04505
C 4.60352 -4.59881 9.30473
H 6.35133 -3.26653 6.35539
H 5.97556 -2.54179 7.94007
H 6.99131 -4.01359 7.84109
H 4.53025 -3.59175 9.72221
H 5.50150 -5.09589 9.67862
H 3.72331 -5.17622 9.59685
C 7.47590 2.63486 2.60731
S 6.21130 1.59052 1.84390
O 6.90190 0.38067 1.28636
C 5.86011 2.70180 0.46034
H 7.87095 2.11627 3.48392
H 8.28741 2.81860 1.89933
H 7.02841 3.58139 2.91953
H 6.77066 2.88112 -0.11634
H 5.46488 3.64616 0.84141
H 5.11236 2.23059 -0.18181
C 4.27417 2.86896 -7.24442
S 3.36202 1.72051 -6.18530
O 4.35397 1.06936 -5.26684
C 2.96909 0.53219 -7.49144
H 4.65206 3.68590 -6.62533
H 5.11413 2.35527 -7.71784
H 3.60406 3.27407 -8.00631
H 3.88916 0.16139 -7.94948
H 2.34126 1.01232 -8.24547
H 2.42396 -0.30386 -7.04716
C -2.27564 1.89952 -3.70118
S -2.99941 0.24959 -3.86421
O -2.05813 -0.57604 -4.69117
C -4.36833 0.75003 -4.93572
H -1.37137 1.82290 -3.09301
H -2.01670 2.29400 -4.68651
H -2.98798 2.56367 -3.20610
H -3.98106 1.21464 -5.84566
H -5.01322 1.45125 -4.40124
H -4.94428 -0.13961 -5.20094
C -6.37955 4.63603 3.95896
S -5.80894 3.76035 2.48239
O -5.61793 2.32017 2.85782
C -4.17254 4.52964 2.42841
H -7.38293 4.28166 4.20614
H -5.70802 4.43463 4.79683
H -6.41580 5.70899 3.75625
H -3.63608 4.33439 3.36004
H -4.27961 5.60589 2.27522
H -3.61470 4.10000 1.59311
C -8.57609 -1.53661 -5.68059
S -8.88170 0.21323 -5.33801
O -7.56584 0.92799 -5.43379
C -9.25678 -0.00199 -3.58145
H -8.28405 -1.63893 -6.72830
H -7.77087 -1.90815 -5.04253
H -9.48992 -2.10861 -5.50345
H -8.40958 -0.46727 -3.07194
H -10.14840 -0.62344 -3.47168
H -9.44609 0.98113 -3.14424